No. 1
C32H60ClFN3O24S5 | ωB97M-V/def2-TZVPD

```
126
Properties=species:S:1:pos:R:3:lowdin_charge:R:1
C 1.380 -1.527 3.397 0.05
C 2.461 -0.769 3.630 -0.05
C 2.961 0.339 2.778 -0.47
O 3.676 1.176 3.272 0.11
O 2.581 0.505 1.486 -0.02
C 2.791 -0.636 0.632 -0.17
C 2.066 -0.413 -0.697 -0.16
C 0.678 0.170 -0.478 -0.19
C -0.013 0.501 -1.832 -0.16
C -1.294 -0.322 -2.074 -0.14
C -2.615 0.492 -2.038 -0.09
N -3.631 -0.252 -1.283 0.03
C -4.233 -1.400 -1.991 -0.13
C -5.650 -1.078 -2.524 -0.02
C -3.987 0.050 -0.077 -0.33
N -3.366 1.186 0.478 -0.42
Cl -4.383 2.577 0.329 0.86
C -2.810 0.983 1.818 -0.19
C -1.737 2.013 2.236 -0.38
C -1.122 2.778 1.054 -0.06
C -0.608 1.331 3.014 -0.07
N -4.910 -0.791 0.556 -0.03
C -4.259 -1.922 1.299 -0.14
C -5.127 -3.184 1.160 -0.16
C -4.326 -4.483 1.354 -0.16
C -3.974 -5.178 0.037 -0.24
O -2.703 -4.766 -0.482 -0.06
C -5.884 -0.086 1.392 -0.07
C -7.106 0.342 0.598 -0.44
O -7.748 -0.373 -0.095 0.18
F -7.443 1.626 0.783 0.11
H 0.696 -1.770 4.201 0.07
H 1.135 -1.948 2.431 0.06
H 3.039 -0.943 4.527 0.12
H 2.494 -1.581 1.080 0.10
H 3.856 -0.706 0.436 0.12
H 2.062 -1.355 -1.245 0.09
H 2.701 0.281 -1.250 0.13
H 0.093 -0.560 0.088 0.11
H 0.779 1.100 0.070 0.09
H 0.712 0.219 -2.594 0.11
H -0.179 1.571 -1.942 0.11
H -1.331 -1.133 -1.348 0.11
H -1.217 -0.774 -3.060 0.11
H -2.984 0.530 -3.061 0.14
H -2.512 1.517 -1.709 0.11
H -4.192 -2.304 -1.396 0.10
H -3.605 -1.579 -2.858 0.12
H -5.791 -0.003 -2.562 0.09
H -5.730 -1.529 -3.507 0.09
H -6.380 -1.559 -1.884 0.06
H -3.562 0.947 2.610 0.12
H -2.308 0.012 1.787 0.12
H -2.231 2.730 2.891 0.13
H -0.163 3.219 1.306 0.10
H -1.086 2.173 0.153 0.05
H -1.781 3.609 0.814 0.04
H -0.056 0.708 2.308 0.05
H 0.104 2.085 3.345 0.09
H -0.947 0.766 3.881 0.08
H -3.250 -2.077 0.916 0.12
H -4.185 -1.612 2.342 0.13
H -5.973 -3.107 1.839 0.11
H -5.556 -3.131 0.160 0.10
H -3.446 -4.327 1.975 0.12
H -4.971 -5.177 1.894 0.12
H -3.881 -6.241 0.236 0.12
H -4.747 -5.014 -0.716 0.12
H -2.726 -3.803 -0.507 0.05
H -6.267 -0.810 2.109 0.14
H -5.492 0.742 1.977 0.10
C 5.617 4.011 1.672 -0.16
C 4.177 3.844 2.100 -0.17
O 3.689 5.189 2.241 -0.19
S 4.415 6.137 1.170 0.60
O 3.571 6.284 0.038 -0.23
O 4.948 7.257 1.854 -0.21
O 5.605 5.134 0.779 -0.18
H 6.258 4.251 2.523 0.13
H 6.003 3.130 1.166 0.14
H 4.079 3.306 3.031 0.10
H 3.588 3.345 1.328 0.13
C 8.137 0.506 4.753 -0.16
C 7.249 1.705 4.496 -0.17
O 8.138 2.699 3.972 -0.20
S 9.301 1.989 3.118 0.61
O 8.945 2.028 1.745 -0.22
O 10.550 2.456 3.591 -0.20
O 9.058 0.494 3.655 -0.19
H 8.706 0.620 5.678 0.14
H 7.580 -0.427 4.783 0.13
H 6.765 2.071 5.398 0.14
H 6.490 1.486 3.740 0.12
C 4.750 -5.748 -1.403 -0.15
C 3.314 -5.790 -0.926 -0.15
O 2.986 -4.411 -0.672 -0.19
S 3.775 -3.477 -1.706 0.60
O 2.902 -3.161 -2.782 -0.22
O 4.465 -2.478 -0.974 -0.21
O 4.825 -4.566 -2.215 -0.18
H 5.447 -5.638 -0.571 0.14
H 5.020 -6.622 -1.989 0.14
H 3.188 -6.380 -0.024 0.14
H 2.644 -6.163 -1.704 0.13
C -4.045 8.342 -1.127 -0.15
C -5.046 7.488 -0.378 -0.16
O -4.960 6.201 -1.012 -0.20
S -3.457 5.952 -1.511 0.59
O -2.781 5.167 -0.538 -0.27
O -3.494 5.576 -2.877 -0.21
O -2.942 7.459 -1.385 -0.18
H -4.444 8.681 -2.084 0.14
H -3.711 9.198 -0.549 0.14
H -6.060 7.873 -0.443 0.14
H -4.767 7.374 0.672 0.13
C 1.334 -4.419 -7.363 -0.16
C 0.981 -3.476 -6.231 -0.16
O -0.083 -4.142 -5.532 -0.20
S 0.136 -5.734 -5.616 0.60
O 0.774 -6.171 -4.426 -0.23
O -1.061 -6.322 -6.093 -0.21
O 1.224 -5.729 -6.792 -0.18
H 0.620 -4.342 -8.185 0.14
H 2.340 -4.259 -7.740 0.14
H 0.653 -2.504 -6.588 0.13
H 1.817 -3.349 -5.540 0.12
```

Output
* lowest unoccupied orbital energy: -0.13482 Eh
* charge: +1
* orbital gap: 8.46 eV
* HOMO level: -12.12 eV

No. 2
C32H60F5IrN6O4PS | ωB97M-V/def2-TZVPD

```
110
Properties=species:S:1:pos:R:3:lowdin_charge:R:1
Ir -0.209 -0.163 -0.391 1.24
N 0.968 0.962 1.376 0.07
C 0.062 1.758 2.188 -0.26
C 0.635 2.210 3.543 -0.12
C 1.308 1.115 4.372 -0.15
C 0.358 0.013 4.834 -0.14
N -0.647 0.569 5.721 0.11
C -1.955 0.361 5.732 -0.43
N -2.699 1.005 6.633 0.22
N -2.541 -0.547 4.948 0.22
C -1.275 0.988 2.373 -0.63
O -2.122 1.439 3.130 0.05
O -1.385 -0.104 1.724 -0.16
H 1.334 0.169 1.901 0.10
H 1.744 1.519 1.038 0.11
H -0.208 2.658 1.623 0.15
H -0.192 2.649 4.104 0.12
H 1.371 2.996 3.367 0.13
H 1.751 1.583 5.251 0.12
H 2.126 0.659 3.815 0.12
H 0.921 -0.756 5.371 0.14
H -0.118 -0.461 3.978 0.10
H -0.278 1.224 6.397 0.17
H -2.295 1.670 7.270 0.13
H -3.699 0.901 6.654 0.13
H -2.064 -0.863 4.114 0.08
H -3.546 -0.528 4.888 0.13
O 0.604 -2.193 0.538 -0.42
P 0.416 -3.675 0.340 0.91
C -0.749 -3.890 -1.117 -0.32
C -0.374 -2.861 -2.176 -0.23
C -1.191 -3.028 -3.456 -0.16
C -2.561 -3.646 -3.182 -0.18
C -3.095 -3.181 -1.833 -0.18
C -2.196 -3.645 -0.676 -0.18
C -0.125 -4.389 1.997 -0.31
C -0.650 -5.833 2.001 -0.18
C -2.162 -5.999 2.145 -0.19
C -2.716 -5.114 3.254 -0.19
C -2.426 -3.654 2.931 -0.20
C -0.921 -3.402 2.864 -0.19
C 2.148 -4.400 0.179 -0.33
C 2.863 -4.051 -1.124 -0.19
C 2.534 -4.985 -2.284 -0.19
C 2.751 -6.445 -1.910 -0.19
C 1.923 -6.782 -0.674 -0.19
C 2.340 -5.882 0.485 -0.19
H -0.644 -4.896 -1.527 0.12
H 0.687 -2.887 -2.417 0.09
H -0.569 -1.847 -1.733 0.01
H -0.644 -3.670 -4.149 0.12
H -1.297 -2.058 -3.948 0.12
H -2.496 -4.735 -3.175 0.12
H -3.254 -3.364 -3.973 0.12
H -4.112 -3.555 -1.693 0.12
H -3.140 -2.090 -1.844 0.04
H -2.599 -4.561 -0.250 0.09
H -2.200 -2.868 0.095 0.08
H 0.879 -4.411 2.447 0.11
H -0.189 -6.341 2.853 0.13
H -0.329 -6.350 1.096 0.10
H -2.371 -7.046 2.370 0.12
H -2.674 -5.764 1.211 0.09
H -2.260 -5.381 4.210 0.12
H -3.792 -5.273 3.342 0.12
H -2.860 -3.024 3.711 0.09
H -2.901 -3.392 1.985 0.09
H -0.528 -3.464 3.885 0.12
H -0.737 -2.393 2.488 0.06
H 2.617 -3.813 0.986 0.13
H 3.936 -4.127 -0.929 0.13
H 2.670 -3.014 -1.388 0.08
H 3.166 -4.722 -3.133 0.12
H 1.499 -4.858 -2.599 0.09
H 3.806 -6.625 -1.696 0.12
H 2.460 -7.084 -2.745 0.12
H 2.078 -7.826 -0.397 0.12
H 0.858 -6.646 -0.888 0.10
H 3.410 -6.030 0.658 0.13
H 1.841 -6.175 1.407 0.09
S -2.493 0.405 -1.674 0.95
C -3.757 0.466 -0.528 -0.67
N -3.766 -0.141 0.651 0.07
C -5.034 0.068 1.330 -0.10
C -5.820 0.978 0.359 -0.10
N -4.925 1.052 -0.783 0.06
H -2.884 -0.317 1.170 0.07
H -4.873 0.533 2.305 0.12
H -5.524 -0.901 1.475 0.13
H -5.989 1.977 0.778 0.13
H -6.779 0.547 0.066 0.13
H -5.144 1.543 -1.634 0.16
F 2.211 -1.008 -2.181 0.05
C 1.424 0.095 -1.958 -0.36
F 0.761 0.279 -3.148 0.03
C 2.413 1.249 -1.756 -0.60
F 3.268 0.912 -0.774 0.15
F 1.804 2.369 -1.321 0.13
F 3.113 1.575 -2.830 0.21
C -0.948 3.187 -2.769 -0.05
C -1.131 3.181 -1.247 -0.56
C -2.294 4.110 -0.863 -0.03
O -1.304 1.944 -0.671 -0.40
H -0.622 4.174 -3.082 0.10
H -1.892 2.960 -3.264 0.08
H -0.200 2.467 -3.085 0.06
H -0.197 3.590 -0.817 0.14
H -3.204 3.785 -1.365 0.07
H -2.060 5.121 -1.184 0.09
H -2.457 4.105 0.213 0.08
```

Output
* lowest unoccupied orbital energy (spin up / spin down): -0.24738 / -0.24960 Eh
* charge: +2
* orbital gap (spin up / spin down): 6.61 / 7.10 eV
* ⟨S²⟩: 0.76
* HOMO level (spin up / spin down): -13.34 / -13.89 eV
* 2S+1: 2

No. 3
C32H61Cl12NOSi | ωB97M-V/def2-TZVPD

```
108
Properties=species:S:1:pos:R:3:lowdin_charge:R:1
C 5.667 -2.299 0.352 -0.14
C 6.154 -0.753 0.412 -0.24
C 6.154 -0.129 -1.090 -0.21
C 4.992 0.997 -1.198 -0.20
C 3.602 0.213 -1.484 -0.20
C 2.821 0.955 -2.703 -0.21
C 1.807 -0.114 -3.374 -0.27
C 0.733 -0.715 -2.335 -0.24
Si -0.721 0.511 -1.880 0.56
C -0.941 1.678 -3.392 -0.20
C -0.155 1.412 -0.283 -0.23
O -0.690 0.872 0.965 -0.19
C 0.199 -0.089 1.521 -0.23
C 1.314 0.316 2.519 0.01
C 2.191 -0.831 3.088 -0.07
C 2.024 -2.328 2.734 -0.08
C 0.927 -2.729 1.714 -0.05
C 0.040 -1.582 1.157 -0.02
N -2.196 -0.478 -1.716 -0.12
C -3.327 0.250 -1.069 -0.27
C -4.554 -0.819 -0.975 -0.19
C -4.339 -1.928 0.162 -0.31
C -3.845 -1.356 1.578 -0.12
H 5.480 -2.744 1.396 0.07
H 4.727 -2.374 -0.303 0.06
H 6.531 -2.895 -0.114 0.07
H 7.248 -0.749 0.752 0.10
H 5.513 -0.140 1.139 0.10
H 5.920 -0.977 -1.840 0.10
H 7.191 0.292 -1.371 0.10
H 5.168 1.737 -2.052 0.09
H 4.989 1.583 -0.219 0.09
H 2.957 0.149 -0.538 0.10
H 3.767 -0.866 -1.847 0.10
H 2.279 1.870 -2.290 0.07
H 3.640 1.219 -3.472 0.10
H 2.475 -1.004 -3.698 0.11
H 1.355 0.288 -4.358 -0.03
H 1.185 -1.012 -1.322 0.06
H 0.223 -1.633 -2.787 0.08
H 0.093 2.176 -3.554 0.02
H -1.133 1.031 -4.310 -0.01
H -1.723 2.489 -3.216 0.02
H -0.307 2.553 -0.393 0.03
H 0.996 1.281 -0.222 0.09
H 1.446 1.424 2.799 0.11
H 2.997 -0.549 3.843 0.03
H 2.656 -3.177 3.165 0.09
H 0.719 -3.782 1.344 0.09
H -0.787 -1.872 0.434 0.08
H -2.023 -1.402 -1.301 0.05
H -3.676 1.090 -1.757 0.11
H -3.096 0.687 -0.040 0.10
H -5.534 -0.219 -0.846 0.11
H -4.597 -1.390 -1.980 0.11
H -5.375 -2.411 0.355 0.03
H -3.671 -2.807 -0.182 0.10
H -4.510 -0.502 1.958 0.09
H -2.729 -1.089 1.604 0.05
H -3.981 -2.216 2.339 0.06
Cl -5.344 -6.853 2.536 0.54
C -5.940 -5.179 2.681 -0.66
C -6.843 -4.792 1.528 -0.64
Cl -5.952 -4.656 -0.008 0.60
H -5.075 -4.517 2.753 0.06
H -6.492 -5.121 3.621 0.04
H -7.292 -3.815 1.721 0.08
H -7.649 -5.515 1.389 0.07
Cl -1.044 4.955 -0.897 0.57
C -0.691 5.679 -2.486 -0.67
C -1.870 6.453 -3.037 -0.66
Cl -3.221 5.385 -3.493 0.54
H -0.384 4.878 -3.162 0.06
H 0.160 6.349 -2.346 0.06
H -1.572 6.989 -3.940 0.07
H -2.244 7.182 -2.316 0.07
Cl 5.739 5.004 -2.915 0.54
C 5.165 5.835 -1.446 -0.66
C 4.246 4.961 -0.618 -0.64
Cl 2.684 4.673 -1.425 0.57
H 4.673 6.760 -1.751 0.07
H 6.051 6.097 -0.865 0.07
H 4.026 5.451 0.333 0.08
H 4.699 3.991 -0.403 0.05
Cl -9.045 -5.023 5.442 0.54
C -8.504 -6.595 6.085 -0.66
C -8.697 -7.719 5.086 -0.67
Cl -10.418 -8.088 4.814 0.54
H -9.046 -6.785 7.013 0.07
H -7.444 -6.491 6.325 0.07
H -8.234 -8.633 5.463 0.07
H -8.245 -7.481 4.122 0.05
Cl 2.259 3.478 -5.386 0.56
C 2.366 2.510 -6.878 -0.64
C 1.017 1.969 -7.308 -0.61
Cl 0.407 0.724 -6.189 0.66
H 3.086 1.707 -6.708 0.07
H 2.766 3.167 -7.653 0.07
H 1.102 1.499 -8.289 0.07
H 0.269 2.761 -7.373 0.07
Cl 4.153 3.529 7.412 0.54
C 2.918 2.385 6.830 -0.67
C 3.430 0.960 6.794 -0.66
Cl 4.669 0.722 5.536 0.55
H 2.586 2.718 5.845 0.07
H 2.072 2.457 7.516 0.07
H 2.610 0.277 6.563 0.07
H 3.860 0.663 7.753 0.07
```

Output
* lowest unoccupied orbital energy: 0.01575 Eh
* orbital gap: 8.93 eV
* HOMO level: -8.50 eV

The records above yield max |F| values of 1.44, 4.83, 4.81 eV Å⁻¹, respectively.